{"formula": "C10H30CsF6O10P", "method": "ωB97M-V with the def2-TZVPD basis set", "elements": ["Cs", "P", "F", "F", "F", "F", "F", "F", "C", "C", "O", "O", "H", "H", "H", "H", "H", "H", "C", "C", "O", "O", "H", "H", "H", "H", "H", "H", "C", "C", "O", "O", "H", "H", "H", "H", "H", "H", "C", "C", "O", "O", "H", "H", "H", "H", "H", "H", "C", "C", "O", "O", "H", "H", "H", "H", "H", "H"], "xyz": [[-5.207, -0.152, 4.043], [-2.116, 0.426, 1.260], [-1.749, 0.024, 2.768], [-3.605, 0.043, 1.714], [-2.257, 1.997, 1.922], [-2.846, 1.073, -0.112], [-0.602, 0.753, 0.773], [-2.031, -1.085, 0.781], [2.038, 2.304, 1.622], [3.483, 1.921, 1.684], [4.358, 2.990, 1.188], [1.814, 3.161, 0.541], [1.677, 2.798, 2.524], [1.401, 1.419, 1.621], [3.645, 1.111, 0.973], [3.649, 1.393, 2.624], [3.757, 3.723, 1.031], [0.880, 3.381, 0.536], [-0.017, -5.386, -2.082], [0.279, -3.982, -1.644], [-0.848, -3.079, -1.739], [-0.392, -5.366, -3.410], [-0.878, -5.719, -1.503], [0.839, -6.043, -1.927], [1.051, -3.492, -2.238], [0.482, -4.004, -0.574], [-0.684, -2.384, -1.098], [-0.553, -6.249, -3.751], [1.971, -0.599, -2.366], [1.772, -0.211, -3.892], [0.533, 0.458, -3.974], [2.265, 0.638, -1.619], [2.758, -1.353, -2.381], [1.171, -1.083, -1.805], [1.643, -1.094, -4.519], [2.630, 0.437, -4.073], [0.627, 1.223, -3.401], [1.619, 0.732, -0.915], [0.813, -1.665, 2.616], [-0.385, -2.614, 2.921], [-1.056, -3.164, 1.717], [1.579, -2.266, 1.505], [1.576, -1.475, 3.372], [0.561, -0.681, 2.222], [-0.989, -2.026, 3.611], [0.024, -3.492, 3.423], [-1.272, -2.413, 1.159], [0.930, -2.926, 1.249], [-1.669, 4.688, -0.326], [-3.158, 4.347, -0.470], [-3.892, 3.707, 0.479], [-0.740, 3.684, -0.404], [-1.693, 5.115, 0.677], [-1.465, 5.590, -0.902], [-3.331, 3.850, -1.424], [-3.738, 5.259, -0.611], [-3.531, 2.820, 0.547], [-1.124, 2.936, 0.059]], "atomic_forces_ev_per_a": [[0.12, 0.07, -0.08], [-1.78, 3.16, 1.13], [1.64, -0.50, 0.17], [-2.04, 0.43, 0.13], [0.30, -1.33, -1.16], [1.88, -1.23, 0.81], [-1.10, -0.35, -0.02], [0.58, 0.60, -1.64], [-0.65, 0.25, 1.13], [0.43, -0.03, -1.88], [-0.69, -1.38, 1.73], [0.18, -0.34, -0.68], [0.41, 0.34, 0.45], [0.15, -0.43, -0.41], [-0.01, -0.22, -0.41], [0.79, 0.92, 0.55], [-0.05, 0.32, -0.18], [-0.36, 0.49, -0.40], [-0.76, 0.20, 0.43], [-0.47, 1.04, 0.73], [-0.17, -0.47, -0.44], [-0.06, 0.30, -1.74], [0.11, -0.25, 0.51], [0.19, 0.10, 0.34], [0.62, -0.51, 0.05], [0.80, -0.28, -0.06], [-0.21, -0.02, 0.10], [0.00, -0.05, 0.13], [-0.33, 1.96, 3.46], [-1.97, 0.52, -0.62], [1.64, -1.13, 0.25], [0.41, -2.69, -2.53], [0.82, 0.38, -0.25], [-0.50, -0.02, -0.80], [0.54, -0.01, 0.17], [0.05, -0.02, -0.24], [-0.33, 0.97, 0.22], [-0.37, 0.19, 0.57], [0.94, -0.40, -2.22], [0.94, 0.24, -0.27], [1.55, 0.53, 1.84], [-0.62, 0.23, 0.65], [-0.59, -0.46, 0.71], [-0.67, -0.05, 0.39], [-0.70, -0.46, -0.22], [-0.21, 0.03, 0.06], [-0.19, -0.20, 0.18], [0.21, -0.58, -0.68], [-2.57, 2.20, 2.23], [-0.31, 1.20, -3.21], [0.08, -1.18, 1.91], [0.81, -1.20, -0.65], [0.53, 0.07, 0.64], [0.42, -0.63, -0.78], [0.29, -0.39, -0.50], [0.62, 0.63, -0.05], [-0.28, -0.21, 0.33], [-0.04, -0.35, 0.10]], "lowdin_charge": [1.0611, 0.2712, -0.1544, -0.3179, -0.1922, -0.1576, -0.1312, -0.1071, -0.2811, -0.1996, -0.0398, -0.0527, 0.1290, 0.0857, 0.1024, 0.1227, 0.0662, 0.0497, -0.2671, -0.2169, -0.0671, -0.0428, 0.1292, 0.1282, 0.1043, 0.1064, 0.0408, 0.0974, -0.0532, -0.0810, 0.1457, 0.0754, 0.1635, 0.1178, 0.1537, 0.1569, 0.1295, 0.0956, -0.1861, -0.1714, -0.0775, -0.1071, 0.1218, 0.0630, 0.0976, 0.1237, 0.0108, 0.0193, -0.2482, -0.2946, -0.0438, -0.0523, 0.1223, 0.1292, 0.1196, 0.1261, 0.0280, 0.0488], "energy_ev": -57466.22977, "multiplicity": 2, "largest_force_ha_per_bohr": 0.0787, "homo_lumo_gap_ev": [8.624, 2.783], "homo_energy_ev": [-11.585, -11.584], "total_charge": 1}